55
Properties=species:S:1:pos:R:3 method="wB97M-V/def2-TZVPD" e_homo_ev=-9.12 e_tot_ha=-2048.5952 e_lumo_ev=-0.644 homo_lumo_gap_ev=8.5 relative_energy_ev=9.0595
C 2.033 0.291 0.593
S 1.538 2.137 0.620
O 2.575 2.904 1.494
O 1.569 2.738 -0.819
P -0.466 2.147 1.482
C -1.608 1.125 0.279
O -1.498 1.193 -1.052
O -2.629 0.262 0.942
H 1.133 -0.406 0.924
H 2.905 0.171 1.364
H 2.320 0.035 -0.514
H -0.361 1.316 2.680
H -0.968 3.473 1.737
C 5.930 -0.179 3.645
C 4.901 -1.085 2.988
N 4.047 -1.837 2.444
H 6.889 -0.268 3.127
H 5.594 0.861 3.598
H 6.063 -0.464 4.692
C -5.616 0.847 -0.451
C -7.087 1.073 -0.139
N -8.306 1.261 0.120
H -5.133 1.800 -0.681
H -5.118 0.394 0.410
H -5.516 0.180 -1.312
C 6.353 -3.541 -0.895
C 5.895 -2.092 -0.930
N 5.515 -0.890 -0.958
H 7.183 -3.686 -1.592
H 6.685 -3.803 0.113
H 5.529 -4.199 -1.181
C 7.036 -7.271 -3.554
C 7.202 -6.642 -2.180
N 7.340 -6.121 -1.040
H 7.299 -8.331 -3.513
H 5.998 -7.174 -3.885
H 7.688 -6.769 -4.275
C -6.336 2.886 3.190
C -4.819 2.803 3.128
N -3.561 2.734 3.075
H -6.746 1.938 3.549
H -6.637 3.686 3.872
H -6.739 3.095 2.196
C -1.453 6.106 -1.185
C -1.892 5.891 0.254
N -2.255 5.713 1.449
H -1.118 7.138 -1.323
H -0.631 5.429 -1.429
H -2.289 5.910 -1.862
C -6.636 -2.596 -3.091
C -5.978 -1.261 -3.400
N -5.432 -0.153 -3.656
H -6.544 -3.264 -3.952
H -6.152 -3.059 -2.228
H -7.696 -2.446 -2.868